# 1
9
Properties=species:S:1:pos:R:3:forces:R:3 method="wB97M-V/def2-TZVPD" homo_lumo_gap_ev="8.61 / 8.61" e_lumo_ha="-0.0670 / -0.0670" homo_energy_ev="-10.43 / -10.43" relative_energy_ev=6.499
F 2.01123 -1.02067 1.05779 -0.33 0.19 -0.61
H -1.39532 0.46439 0.80203 -0.57 -1.24 -0.82
O 0.62596 -1.14889 0.74718 0.40 -1.12 1.40
O 1.31422 1.38131 -0.00758 -0.70 -2.75 -1.49
H -2.14478 -0.08054 -0.88505 0.22 -0.25 0.52
F 0.30463 2.00889 0.68120 -0.87 0.82 0.78
O 0.64581 -0.88200 -1.81146 -0.56 0.14 1.11
C -1.48962 -0.31206 -0.02754 2.50 1.59 -0.69
S 0.12786 -0.41042 -0.55658 -0.10 2.62 -0.20

---

# 2
15
Properties=species:S:1:pos:R:3:forces:R:3 method="wB97M-V/def2-TZVPD" homo_lumo_gap_ev=8.42 e_lumo_ha=-0.0214 homo_energy_ev=-9.00 relative_energy_ev=4.542
H 0.06267 2.28212 1.03394 -0.20 0.46 0.01
H 0.45920 0.04827 0.16630 -0.64 -0.22 0.34
O -1.83075 -0.48720 -0.27208 -3.42 -0.95 1.27
H -1.47669 -0.82074 0.55231 -0.31 0.04 0.23
H 0.74351 0.81326 -1.10880 0.25 0.43 -0.45
H 0.31215 0.92305 1.65245 -0.65 1.10 0.73
O 0.19397 0.11600 -0.75093 4.78 3.06 -0.63
H -0.68322 -0.83389 -2.90655 -0.15 -0.04 -0.23
H 0.05940 -0.99967 -1.59776 -0.10 -0.63 -0.45
H -1.12057 0.03568 -0.64419 -1.49 0.13 0.10
H 1.88534 -0.13261 0.98300 0.81 0.02 0.07
O -0.35583 1.60273 1.56261 -1.38 1.96 0.10
O 1.08712 -0.13896 1.51123 2.79 -2.92 0.72
O -0.49141 -1.47362 -2.22083 -0.09 -2.02 -2.22
H 1.15510 -0.93443 2.03929 -0.19 -0.44 0.41

---

# 3
52
Properties=species:S:1:pos:R:3:forces:R:3 method="wB97M-V/def2-TZVPD" homo_lumo_gap_ev="6.54 / 5.21" total_charge=+2 spin_multiplicity=4 e_lumo_ha="-0.2745 / -0.3452" homo_energy_ev="-14.01 / -14.61"
C -2.11485 2.52184 1.63279 0.20 0.02 0.34
H 1.05369 -3.17313 2.82387 0.19 -0.19 -0.21
C 0.05815 1.52901 -1.10784 -0.07 -0.10 0.45
H -3.07059 3.04296 1.44199 0.41 -0.27 0.08
H -3.46081 1.71063 -0.92845 0.74 -0.26 -0.03
C 3.68749 -0.30307 -2.05778 -0.07 0.17 -0.08
H -3.61769 -1.03236 1.36119 -0.16 0.40 0.20
H -0.68403 -2.61832 -1.49739 0.47 0.14 0.12
H 2.90745 2.17421 -2.53190 -0.07 -0.27 0.42
N -0.43274 0.02606 3.16788 -0.54 -0.28 1.44
C 2.55686 1.85091 -1.52642 -0.57 -0.08 -0.95
P -0.09089 -2.42770 0.87535 0.61 -2.91 -1.34
H -1.28626 3.07622 1.16174 -0.36 -0.13 0.25
C 1.21930 -3.35493 1.75163 -0.29 0.16 0.24
H 1.17258 -4.43273 1.54899 -0.05 0.28 0.02
C 2.56550 0.34249 -1.55149 0.26 0.09 -0.72
C 1.72727 -0.19127 1.58545 6.19 -2.01 -0.51
H 0.59324 -3.79645 -1.06317 -0.28 0.45 0.13
H -4.44680 0.56338 1.63234 0.04 -0.31 0.14
C 1.41317 -1.82850 -1.38086 0.14 -0.32 0.06
H 2.52747 -3.47969 -2.12823 0.11 0.08 0.02
S -0.60676 0.47643 5.90363 0.08 -0.12 -1.48
H -2.45746 -2.84028 0.54545 0.29 -0.19 0.17
C 0.83862 3.60991 -2.04020 -0.31 0.20 -0.13
H -1.97566 -2.74786 2.26419 -0.04 -0.30 -0.22
C -3.52527 -0.01563 1.76908 -0.28 0.11 0.05
C -1.53057 3.15202 -1.95307 -0.04 -0.61 -0.17
P -2.16079 0.83101 0.95936 -2.96 1.21 -1.48
H -3.25194 -0.06341 2.83415 -0.31 -0.07 -0.27
H -2.56166 3.36465 -2.23464 0.28 0.29 0.17
C -1.29692 1.93531 -1.32575 -0.27 -0.03 0.30
C -0.50894 0.24546 4.34662 -0.16 0.30 2.62
O 2.89982 -0.25784 1.54694 -4.17 0.98 0.52
H -1.93275 2.44151 2.71774 -0.12 0.24 -0.40
Re -0.18830 -0.27297 1.36670 1.51 2.88 0.49
H 3.31746 2.31714 -0.88897 -0.46 -0.18 0.50
C -1.70119 -3.15629 1.27964 0.06 -0.09 0.18
H 1.66627 4.25484 -2.32602 -0.18 -0.04 -0.02
H -1.64742 -4.24890 1.33799 -0.13 0.17 -0.06
H 4.56251 -2.15566 -2.68912 -0.32 0.06 0.08
C -2.51339 1.13244 -0.83606 0.20 -0.21 0.31
C 1.13415 2.37142 -1.47876 -0.08 0.21 -0.39
C -0.47805 3.98773 -2.32483 0.30 -0.06 0.30
C 0.26436 -2.74735 -0.94463 0.14 0.55 0.38
H 4.54068 0.31165 -2.34666 -0.09 -0.29 0.13
C 2.54826 -2.41052 -1.94257 -0.62 -0.20 0.24
H -0.70277 4.92082 -2.83752 0.20 -0.17 0.12
C 3.67944 -1.67168 -2.27109 0.35 0.20 0.02
N 0.35623 0.25637 -0.57065 0.35 -0.12 -2.98
C 1.41865 -0.41527 -1.21696 -0.03 0.30 0.81
H -2.67400 0.15553 -1.33265 0.27 0.47 0.12
H 2.20983 -2.96013 1.47900 -0.37 -0.13 0.00

---

# 4
17
Properties=species:S:1:pos:R:3:forces:R:3 method="wB97M-V/def2-TZVPD" homo_lumo_gap_ev="10.52 / 7.02" spin_multiplicity=2 e_lumo_ha="0.0295 / -0.0854" homo_energy_ev="-9.72 / -9.34" relative_energy_ev=0.000
C 2.46748 -0.75373 -1.66417 -0.66 0.64 -0.47
C -2.06016 -0.43091 2.00148 0.49 -0.68 -0.06
C -1.22693 0.83384 1.78022 0.57 -0.88 0.21
H 1.20085 0.15346 -3.15417 -0.09 0.17 -0.10
H 3.37143 -0.32743 -2.09767 0.15 -0.11 0.14
H -3.12865 -0.29505 2.10513 -0.20 0.26 -0.23
H 2.28413 -1.73657 -2.08962 0.19 -0.16 0.16
S -0.27549 -0.56303 -1.43121 0.50 0.26 -0.34
C 1.28315 0.15766 -2.06938 -0.21 -0.85 0.60
O -1.62751 1.62819 0.68666 -0.12 0.05 -0.24
H -1.19492 1.45316 2.67727 -0.13 0.14 -0.13
H 1.39213 1.16559 -1.68769 0.05 0.15 -0.09
H 2.55133 -0.80200 -0.58240 0.14 -0.13 0.03
H -1.82262 -1.12907 1.19712 -0.51 0.13 -0.43
H -0.20361 0.45339 1.60207 -0.08 0.35 0.20
H -1.74255 -1.04189 2.85700 0.16 0.63 0.28
H -1.26805 1.23436 -0.13063 -0.25 0.03 0.47

---

# 5
18
Properties=species:S:1:pos:R:3:forces:R:3 method="wB97M-V/def2-TZVPD" homo_lumo_gap_ev="5.64 / 5.99" spin_multiplicity=3 e_lumo_ha="0.0328 / -0.0616" homo_energy_ev="-4.75 / -7.67" relative_energy_ev=2.464
N 1.59378 -1.70652 -0.42154 0.49 1.03 0.81
H 0.96112 -1.76791 -1.20669 -0.12 -0.34 -0.36
C 0.41127 1.86355 0.24692 2.92 -1.74 -0.85
H -0.62265 1.89394 0.31642 -1.82 1.33 0.40
H 2.53488 -1.96934 -0.67179 0.03 -0.39 -0.21
H -2.95206 -0.59173 -0.53378 -2.07 -0.47 -1.09
C -1.58351 -0.60362 1.03381 -0.81 0.43 -0.70
C -1.04127 0.02021 -1.20561 -1.41 0.85 -1.54
H 0.21148 -0.55706 2.30004 -0.02 -0.57 -0.45
C -0.28315 -0.36518 1.34791 1.96 0.72 -0.70
C 0.53351 0.28989 0.28387 0.47 0.68 1.98
H 2.06100 0.22057 -0.93774 0.36 0.07 0.33
H 1.03175 2.26987 1.06499 -0.83 -0.32 0.24
C -1.97506 -0.35059 -0.31501 2.13 -0.49 2.28
H -1.17761 0.36123 -2.23573 0.94 -0.27 0.24
N 1.70122 -0.29208 -0.13417 -1.23 0.08 -0.74
H 0.85431 2.38580 -0.62964 -0.70 -0.64 -0.02
H -2.25902 -1.10100 1.69773 -0.30 0.03 0.40

---

# 6
7
Properties=species:S:1:pos:R:3:forces:R:3 method="wB97M-V/def2-TZVPD" homo_lumo_gap_ev=8.49 e_lumo_ha=-0.0236 homo_energy_ev=-9.13 relative_energy_ev=3.361
N 0.05898 -0.61177 -0.03502 1.76 -2.79 -0.75
H 2.61093 0.92512 0.27988 0.01 -1.21 -0.15
H 0.20295 -1.69211 -0.13460 -0.33 2.84 0.57
Si 1.20552 0.50665 -0.06526 -0.51 2.06 0.34
H 0.66963 1.91054 -0.23649 -0.16 -0.71 -0.04
I -3.08038 -0.83744 0.14390 -2.25 -0.66 0.16
H -1.66762 -0.20099 0.04759 1.48 0.47 -0.13

---

no.,DFT total energy (Ha)
1,-862.519365
2,-382.057258
3,-2157.997316
4,-632.361757
5,-343.855053
6,-644.253086